{
  "formula": "C14H17N3O2S",
  "method": "wB97M-V/def2-TZVPD",
  "symbols": ["C", "O", "C", "C", "N", "C", "S", "N", "N", "C", "C", "C", "C", "C", "C", "C", "C", "C", "C", "O", "H", "H", "H", "H", "H", "H", "H", "H", "H", "H", "H", "H", "H", "H", "H", "H", "H"],
  "xyz": [[-0.29, 0.07, -3.08], [-0.27, -1.20, -3.28], [0.45, -1.88, -2.07], [2.08, -1.43, -1.84], [2.74, -2.65, -1.16], [2.98, -2.83, 0.21], [3.92, -3.88, 0.70], [2.60, -1.68, 0.90], [1.57, -0.91, 0.72], [1.05, -0.15, 1.77], [1.82, 0.04, 2.86], [-0.12, 0.53, 1.28], [-0.58, 1.60, 2.08], [-1.76, 2.14, 1.64], [-2.92, 2.93, 1.63], [-3.77, 3.15, 0.74], [-3.90, 2.10, -0.31], [-2.92, 1.31, -0.43], [-1.89, 1.12, 0.41], [-0.89, 0.47, 0.22], [-1.03, 0.53, -3.83], [0.67, 0.53, -3.50], [-0.44, 0.56, -2.16], [0.02, -1.65, -1.05], [0.40, -3.02, -2.22], [2.50, -1.44, -2.99], [2.03, -0.63, -1.49], [3.06, -3.35, -1.90], [2.90, -2.03, 1.95], [2.70, 0.22, 2.98], [1.25, 0.64, 3.90], [1.61, -1.07, 3.42], [-0.43, 1.84, 3.13], [-2.91, 3.52, 2.49], [-4.68, 3.57, 0.84], [-4.59, 2.38, -1.10], [-2.97, 0.55, -1.49]],
  "relative_energy_ev": 16.269
}


{
  "formula": "C14H17N3O3",
  "method": "wB97M-V/def2-TZVPD",
  "symbols": ["C", "C", "N", "C", "O", "C", "N", "C", "C", "C", "N", "C", "C", "C", "C", "C", "C", "C", "O", "O", "H", "H", "H", "H", "H", "H", "H", "H", "H", "H", "H", "H", "H", "H", "H", "H", "H"],
  "xyz": [[-1.01, 2.42, -3.60], [-1.30, 0.96, -2.84], [-0.34, 0.01, -3.28], [0.52, -0.81, -2.63], [1.35, -1.49, -3.12], [0.40, -0.69, -1.17], [-1.10, -1.09, -0.87], [1.49, -1.17, -0.23], [1.12, -1.22, 1.31], [1.28, -2.38, 2.00], [0.67, -2.02, 3.28], [0.50, -0.63, 3.42], [0.59, -0.03, 4.64], [0.83, 1.37, 4.65], [0.79, 2.12, 3.44], [1.02, 1.42, 2.20], [0.87, 0.00, 2.08], [-2.89, 0.31, -3.14], [-3.69, 1.00, -3.80], [-3.13, -0.80, -2.44], [-0.64, 2.23, -4.61], [-0.02, 2.66, -2.97], [-1.64, 3.54, -3.78], [-1.23, 0.97, -1.76], [-0.21, -0.49, -4.18], [0.43, 0.37, -1.02], [-1.50, -0.51, 0.12], [-0.84, -2.19, -0.52], [2.39, -0.77, -0.43], [1.59, -2.27, -0.53], [1.86, -3.33, 1.59], [0.87, -2.73, 4.10], [0.81, -0.87, 5.56], [0.53, 1.77, 5.64], [0.76, 3.19, 3.60], [1.08, 2.07, 1.32], [-2.21, -0.91, -2.03]],
  "relative_energy_ev": 8.502
}


{
  "formula": "C14H17NO3",
  "method": "wB97M-V/def2-TZVPD",
  "symbols": ["O", "C", "C", "N", "C", "C", "C", "C", "C", "O", "C", "O", "C", "C", "C", "C", "C", "C", "H", "H", "H", "H", "H", "H", "H", "H", "H", "H", "H", "H", "H", "H", "H", "H", "H"],
  "xyz": [[0.39, -1.31, -0.04], [0.49, -0.03, -0.63], [0.36, 1.06, 0.44], [1.25, 0.76, 1.56], [2.63, 1.21, 1.39], [3.41, 0.28, 0.51], [3.70, -1.04, 0.63], [4.47, -1.38, -0.52], [4.59, -0.23, -1.24], [3.95, 0.78, -0.62], [-0.58, 0.11, -1.74], [-1.73, 0.85, -1.39], [-2.74, 0.26, -0.68], [-3.88, 1.05, -0.52], [-4.97, 0.56, 0.18], [-4.94, -0.71, 0.72], [-3.80, -1.49, 0.57], [-2.70, -1.01, -0.12], [0.84, -1.24, 0.82], [1.47, 0.05, -1.12], [-0.66, 1.05, 0.82], [0.56, 2.04, -0.01], [0.87, 1.17, 2.40], [3.09, 1.22, 2.39], [2.69, 2.22, 0.96], [3.41, -1.70, 1.42], [4.87, -2.34, -0.76], [5.08, -0.01, -2.16], [-0.15, 0.68, -2.57], [-0.84, -0.89, -2.09], [-3.89, 2.04, -0.95], [-5.85, 1.18, 0.29], [-5.79, -1.09, 1.26], [-3.77, -2.48, 1.00], [-1.82, -1.62, -0.21]],
  "relative_energy_ev": 2.216
}


{
  "formula": "C14H17NO5S",
  "method": "wB97M-V/def2-TZVPD",
  "symbols": ["C", "C", "O", "C", "O", "C", "O", "C", "C", "C", "C", "C", "N", "C", "C", "O", "O", "C", "S", "C", "C", "H", "H", "H", "H", "H", "H", "H", "H", "H", "H", "H", "H", "H", "H", "H", "H", "H"],
  "xyz": [[-1.37, 0.60, -3.03], [-1.89, 2.04, -2.73], [-0.77, 2.63, -1.70], [-1.50, 3.29, -0.68], [-2.73, 3.52, -0.44], [-0.34, 3.86, 0.04], [0.88, 3.16, 0.04], [0.88, 2.02, 0.60], [-0.31, 1.11, 1.03], [0.05, -0.16, 1.56], [1.41, -0.51, 1.66], [1.47, -2.02, 2.20], [1.66, -2.89, 0.84], [0.46, -3.32, 0.45], [-0.11, -2.14, -0.58], [-1.14, -1.84, -0.61], [0.86, -1.69, -1.34], [-0.79, -3.59, 1.69], [0.22, -2.81, 2.85], [2.22, 0.07, 1.00], [2.24, 1.35, 0.50], [-2.05, 0.05, -3.98], [-1.14, -0.11, -2.32], [-0.51, 0.67, -3.30], [-2.01, 2.66, -3.68], [-2.83, 1.87, -2.23], [-0.13, 4.95, -0.17], [-0.80, 3.98, 1.19], [-1.24, 1.69, 1.14], [-0.73, -0.56, 2.03], [2.37, -2.07, 2.63], [2.06, -3.80, 1.35], [0.40, -4.15, -0.05], [1.72, -1.94, -0.66], [-0.95, -4.56, 1.79], [-1.73, -3.01, 1.47], [3.31, -0.25, 1.15], [2.87, 1.87, 0.25]],
  "relative_energy_ev": 14.736
}


{
  "formula": "C14H18AsN2O2Tl",
  "method": "wB97M-V/def2-TZVPD",
  "symbols": ["Tl", "C", "N", "C", "C", "C", "O", "N", "C", "O", "H", "H", "H", "H", "H", "C", "As", "C", "C", "C", "C", "C", "C", "C", "C", "H", "H", "H", "H", "H", "H", "H", "H", "H", "H", "H", "H", "H"],
  "xyz": [[0.99, -3.70, 0.06], [-0.64, -3.38, 4.98], [0.40, -2.61, 4.35], [1.35, -1.94, 5.02], [2.37, -1.30, 4.41], [2.44, -1.28, 2.93], [3.26, -0.60, 2.35], [1.47, -2.00, 2.35], [0.48, -2.66, 2.96], [-0.34, -3.31, 2.31], [-0.52, -3.35, 6.06], [-0.60, -4.41, 4.62], [-1.62, -2.98, 4.70], [1.30, -1.98, 6.10], [3.09, -0.69, 4.93], [1.93, 2.06, -2.43], [1.26, 0.40, -1.62], [0.89, -0.65, -3.25], [-0.61, 0.80, -0.82], [-1.31, 1.63, -1.80], [-2.01, 1.03, -2.87], [-2.76, 1.80, -3.72], [-2.82, 3.19, -3.55], [-2.14, 3.79, -2.49], [-1.37, 3.03, -1.64], [1.24, 2.42, -3.19], [2.89, 1.84, -2.91], [2.10, 2.83, -1.68], [0.45, -0.01, -4.02], [0.24, -1.49, -3.05], [1.84, -1.03, -3.65], [-0.44, 1.30, 0.13], [-1.06, -0.18, -0.67], [-1.98, -0.04, -2.99], [-3.31, 1.34, -4.53], [-3.38, 3.80, -4.25], [-2.23, 4.85, -2.33], [-0.84, 3.49, -0.82]],
  "charge": 2,
  "total_energy_ev": -87399.97588
}


{
  "formula": "C14H18BeN2O2",
  "method": "wB97M-V/def2-TZVPD",
  "symbols": ["C", "C", "H", "H", "H", "H", "H", "H", "C", "C", "C", "C", "H", "H", "H", "H", "N", "C", "C", "N", "C", "C", "C", "H", "H", "C", "H", "H", "Be", "C", "H", "H", "H", "O", "C", "O", "H"],
  "xyz": [[1.71, 2.34, -0.91], [2.03, 1.54, -2.24], [0.66, 2.53, -0.64], [2.00, 3.35, -1.18], [2.37, 2.11, -0.05], [1.36, 1.80, -3.08], [3.01, 1.91, -2.53], [2.15, 0.46, -2.19], [-0.58, 1.99, 1.48], [-1.35, 2.09, 2.64], [-2.10, 0.99, 3.05], [-2.06, -0.17, 2.29], [0.00, 2.85, 1.13], [-1.32, 3.03, 3.18], [-2.70, 1.04, 3.96], [-2.61, -1.06, 2.56], [-0.50, 0.86, 0.75], [-1.24, -0.22, 1.14], [-1.09, -1.47, 0.38], [-0.31, -1.41, -0.70], [0.21, -2.46, -1.29], [-1.23, -3.85, 0.04], [-0.26, -3.75, -0.96], [0.98, -2.28, -2.05], [0.15, -4.60, -1.51], [-1.66, -2.71, 0.74], [-2.39, -2.73, 1.54], [-1.64, -4.83, 0.30], [0.71, 0.86, -0.73], [-0.51, 0.94, -2.07], [-1.48, 0.48, -1.87], [-0.16, 0.47, -3.00], [-0.72, 1.99, -2.33], [1.42, -1.17, 1.83], [2.14, -0.53, 1.06], [1.83, -0.10, -0.13], [3.18, -0.29, 1.38]],
  "relative_energy_ev": 2.509
}


{
  "formula": "C14H18BeN3O7",
  "method": "wB97M-V/def2-TZVPD",
  "symbols": ["Be", "O", "C", "O", "C", "C", "C", "C", "C", "N", "C", "O", "O", "H", "H", "H", "H", "H", "C", "N", "C", "C", "C", "N", "C", "C", "O", "H", "H", "H", "H", "H", "H", "H", "H", "H", "H", "H", "H", "O", "C", "O", "H"],
  "xyz": [[0.36, 0.26, -0.17], [-1.66, -3.30, 1.28], [-1.03, -2.17, 1.02], [0.15, -1.99, 1.07], [-1.98, -1.06, 0.64], [-3.35, -1.20, 0.77], [-4.16, -0.15, 0.38], [-3.58, 1.00, -0.15], [-2.20, 1.05, -0.24], [-1.42, 0.05, 0.17], [-1.40, 2.17, -0.85], [-1.98, 3.28, -1.25], [-0.21, 2.01, -0.97], [-1.01, -3.99, 1.50], [-3.77, -2.12, 1.15], [-5.24, -0.22, 0.46], [-4.21, 1.80, -0.50], [-2.93, 3.30, -1.10], [3.14, 2.15, -0.66], [3.34, 1.73, 0.73], [4.71, 1.89, 1.23], [4.71, 1.96, 2.73], [4.01, 0.73, 3.27], [2.68, 0.61, 2.66], [1.73, -0.23, 3.38], [2.41, 1.06, 1.42], [1.25, 0.84, 0.94], [3.54, 3.16, -0.77], [2.10, 2.16, -0.92], [3.67, 1.48, -1.33], [5.11, 2.80, 0.80], [5.32, 1.06, 0.87], [4.18, 2.85, 3.06], [5.73, 2.00, 3.11], [3.87, 0.80, 4.34], [4.59, -0.17, 3.06], [1.71, 0.07, 4.42], [2.03, -1.29, 3.32], [0.75, -0.13, 2.95], [2.87, -0.99, -1.00], [1.89, -1.03, -1.72], [0.69, -0.59, -1.40], [1.92, -1.52, -2.70]],
  "charge": 1,
  "relative_energy_ev": 0.000
}


{
  "formula": "C14H18BrNO3",
  "method": "wB97M-V/def2-TZVPD",
  "symbols": ["C", "O", "C", "C", "C", "C", "C", "Br", "C", "O", "C", "C", "C", "O", "H", "H", "H", "H", "H", "H", "H", "H", "H", "H", "H", "C", "C", "C", "C", "N", "H", "H", "H", "H", "H", "H", "H"],
  "xyz": [[1.92, -2.56, 1.02], [1.23, -1.47, 0.29], [1.43, -0.17, 0.95], [0.32, 0.09, 2.14], [-1.15, 0.59, 1.60], [-2.29, -0.62, 1.77], [-2.67, -1.21, 3.10], [-1.88, -0.61, 4.84], [-3.79, -2.45, 3.08], [-4.74, -2.57, 4.01], [-3.60, -3.51, 1.80], [-3.27, -2.90, 0.45], [-3.08, -1.23, 0.42], [-3.53, -0.44, -0.56], [2.85, -3.01, 0.45], [2.24, -2.28, 2.11], [1.14, -3.46, 1.12], [1.47, 0.75, 0.22], [2.50, -0.21, 1.48], [0.13, -0.96, 2.67], [0.68, 0.88, 2.96], [-1.51, 1.61, 2.04], [-1.04, 0.75, 0.42], [-3.72, -4.68, 1.91], [-3.11, -3.55, -0.52], [1.83, 3.57, -4.48], [1.92, 2.19, -3.85], [1.66, 2.20, -2.34], [2.71, 2.91, -1.60], [3.53, 3.48, -1.01], [2.61, 4.24, -4.10], [1.97, 3.49, -5.57], [0.86, 4.03, -4.30], [2.90, 1.75, -4.06], [1.18, 1.54, -4.33], [1.62, 1.16, -1.99], [0.68, 2.65, -2.14]],
  "total_energy_ev": -92475.69885
}


{
  "formula": "C14H18ClCrTi",
  "method": "wB97M-V/def2-TZVPD",
  "symbols": ["Cr", "Cl", "C", "H", "H", "H", "Ti", "C", "C", "C", "H", "H", "H", "H", "H", "H", "H", "H", "C", "C", "C", "C", "C", "C", "C", "C", "C", "C", "H", "H", "H", "H", "H", "H", "H"],
  "xyz": [[0.19, -1.19, 0.13], [0.90, -1.57, -2.18], [0.99, -2.17, 1.75], [0.38, -1.87, 2.61], [2.02, -1.77, 1.84], [1.01, -3.27, 1.66], [3.76, 1.29, -0.92], [3.47, 2.56, -2.61], [5.54, 0.15, -1.30], [3.75, 2.26, 0.81], [6.16, 0.13, -0.38], [5.13, -0.88, -1.52], [6.13, 0.52, -2.18], [3.19, 3.58, -2.25], [4.34, 2.60, -3.29], [2.59, 2.09, -3.13], [4.05, 1.68, 1.72], [3.04, 3.18, 0.89], [-3.87, 1.30, 2.10], [-2.45, 1.33, 2.06], [-1.76, 0.44, 1.22], [-2.48, -0.48, 0.44], [-1.79, -1.42, -0.38], [-2.48, -2.33, -1.17], [-3.90, -2.28, -1.17], [-4.60, -1.38, -0.40], [-3.92, -0.49, 0.47], [-4.59, 0.41, 1.32], [-4.42, 2.01, 2.74], [-1.92, 2.04, 2.67], [-0.64, 0.50, 1.15], [-1.99, -3.07, -1.78], [-4.45, -2.99, -1.80], [-5.70, -1.30, -0.42], [-5.69, 0.37, 1.32]],
  "spin_multiplicity": 4,
  "relative_energy_ev": 3.014
}


{
  "formula": "C14H18ClIrNO3",
  "method": "wB97M-V/def2-TZVPD",
  "symbols": ["Cl", "C", "C", "C", "H", "C", "C", "H", "H", "H", "C", "Ir", "C", "O", "C", "O", "H", "H", "H", "O", "C", "C", "C", "C", "C", "C", "N", "H", "H", "H", "H", "H", "H", "H", "H", "H", "H", "H"],
  "xyz": [[0.11, 2.69, -0.81], [-1.88, -0.68, -1.38], [-1.02, -1.82, -1.11], [0.23, -1.59, -1.74], [-1.34, -2.75, -0.58], [0.18, -0.30, -2.43], [-1.14, 0.25, -2.16], [-1.47, 1.23, -2.52], [-2.93, -0.57, -1.05], [1.09, -2.29, -1.81], [1.25, 0.33, -3.23], [-0.02, 0.20, -0.11], [1.77, 0.61, 0.40], [2.86, 0.85, 0.72], [-0.87, 0.96, 1.38], [-1.38, 1.57, 2.24], [2.23, 0.07, -2.82], [1.12, 1.42, -3.19], [1.20, -0.01, -4.27], [0.73, -1.53, 1.22], [0.14, -1.96, 2.27], [1.05, -2.68, 3.22], [1.29, -1.85, 4.47], [0.12, -1.82, 5.44], [-1.19, -1.24, 4.95], [-1.84, -2.00, 3.80], [-1.15, -1.71, 2.51], [0.65, -3.66, 3.41], [1.99, -2.80, 2.69], [2.14, -2.28, 4.98], [1.58, -0.84, 4.18], [-0.06, -2.83, 5.79], [0.43, -1.24, 6.31], [-1.90, -1.27, 5.76], [-1.09, -0.19, 4.67], [-1.79, -3.08, 3.94], [-2.86, -1.70, 3.67], [-1.72, -1.27, 1.79]],
  "spin_multiplicity": 6,
  "charge": 2,
  "total_energy_ev": -37781.37582
}


{
  "formula": "C14H18F2N2O3",
  "method": "wB97M-V/def2-TZVPD",
  "symbols": ["C", "C", "C", "C", "N", "C", "O", "C", "O", "N", "C", "C", "C", "C", "C", "C", "C", "O", "C", "F", "F", "H", "H", "H", "H", "H", "H", "H", "H", "H", "H", "H", "H", "H", "H", "H", "H", "H", "H"],
  "xyz": [[2.37, 2.26, 0.21], [3.13, 1.73, 1.42], [4.11, 0.61, 1.05], [4.88, 0.12, 2.27], [3.39, -0.48, 0.44], [3.57, -0.88, -0.83], [4.44, -0.46, -1.57], [2.58, -1.96, -1.29], [1.38, -1.98, -0.55], [0.61, -0.86, -0.84], [-0.48, -0.77, -0.20], [-1.36, 0.37, -0.42], [-1.04, 1.35, -1.37], [-1.88, 2.43, -1.57], [-3.05, 2.55, -0.83], [-3.38, 1.59, 0.11], [-2.55, 0.50, 0.30], [-2.86, -0.46, 1.29], [-3.86, -1.30, 1.01], [-3.68, -1.97, -0.16], [-5.06, -0.68, 0.86], [1.78, 1.47, -0.25], [1.69, 3.06, 0.50], [3.07, 2.64, -0.53], [2.42, 1.35, 2.16], [3.69, 2.54, 1.89], [4.81, 0.97, 0.29], [4.19, -0.26, 3.02], [5.46, 0.92, 2.70], [5.56, -0.68, 1.98], [2.63, -0.89, 0.97], [3.03, -2.95, -1.15], [2.38, -1.81, -2.36], [-0.80, -1.52, 0.53], [-0.13, 1.24, -1.93], [-1.63, 3.18, -2.30], [-3.71, 3.39, -0.99], [-4.29, 1.67, 0.68], [-3.96, -2.03, 1.82]],
  "relative_energy_ev": 0.000
}


{
  "formula": "C14H18F5NORhS3Te",
  "method": "wB97M-V/def2-TZVPD",
  "symbols": ["Rh", "C", "C", "S", "C", "C", "S", "C", "C", "S", "H", "H", "H", "H", "H", "H", "H", "H", "H", "H", "H", "H", "C", "C", "C", "C", "C", "C", "C", "C", "N", "H", "H", "H", "H", "H", "H", "F", "Te", "F", "F", "F", "F", "O"],
  "xyz": [[0.25, 1.06, -0.25], [2.38, 0.49, 2.45], [0.95, 0.75, 2.89], [-0.39, 0.11, 1.85], [-0.06, -1.67, 1.62], [1.05, -2.07, 0.68], [1.02, -1.15, -0.89], [2.79, -0.86, -1.18], [3.58, -0.26, -0.03], [2.71, 1.12, 0.77], [2.66, -0.55, 2.53], [3.04, 1.06, 3.11], [0.74, 1.82, 2.91], [0.80, 0.34, 3.89], [-1.02, -2.04, 1.25], [0.10, -2.09, 2.61], [0.93, -3.12, 0.43], [2.03, -1.94, 1.13], [2.78, -0.18, -2.04], [3.22, -1.81, -1.48], [4.49, 0.17, -0.43], [3.86, -1.00, 0.72], [-1.80, 1.31, -1.19], [-2.53, 0.09, -0.94], [-3.61, 0.06, -0.06], [-4.36, -1.09, 0.12], [-4.02, -2.26, -0.57], [-2.94, -2.25, -1.46], [-2.22, -1.09, -1.64], [-4.79, -3.46, -0.38], [-5.39, -4.42, -0.23], [-2.12, 2.23, -0.73], [-1.22, 1.39, -2.10], [-3.89, 0.96, 0.47], [-5.22, -1.10, 0.78], [-2.70, -3.14, -2.01], [-1.40, -1.07, -2.35], [-0.27, 4.18, -1.90], [1.43, 3.71, -1.32], [3.18, 3.03, -1.26], [2.07, 5.34, -0.76], [1.92, 4.26, -3.02], [1.13, 1.99, -2.25], [0.84, 3.14, 0.28]],
  "charge": 1,
  "relative_energy_ev": 1.773
}